Record 1
ORCA calculation (the ωB97M-V functional and the def2-TZVPD basis) on HO2PS as an isolated structure.

Summary:
HOMO level   -9.47 eV
Energy relative to the best compared isomer or geometry (same formula, charge and spin)   7.3 kcal per mole
Energy   -24234.897 eV
Charge   0

CARTESIAN COORDINATES (ANGSTROEM)
O1 1.471730 -0.592649 -0.453494
O2 3.202666 0.926181 0.427272
P1 3.086160 -0.389223 -0.065961
S1 0.428920 0.671388 -0.100365
H1 0.640381 1.378834 -1.348751

Forces on the atoms, in the same order (eV/Å):
O 0.940 -0.326 0.189
O 1.212 3.828 1.549
P -1.636 -3.572 -1.570
S -0.137 0.994 -2.069
H -0.378 -0.924 1.901



Record 2
ORCA calculation (the ωB97M-V functional and the def2-TZVPD basis) on a 2-piece molecular cluster, HO3S2 overall.

Summary:
HOMO level (spin up / spin down)   -2.81 / -2.81 eV
Energy relative to the best compared isomer or geometry (same formula, charge and spin)   11.3 kcal per mole
Energy   -27829.476 eV
Charge   -1

CARTESIAN COORDINATES (ANGSTROEM)
O1 -0.155326 -1.832839 1.284947
O2 -0.963360 -0.774317 -0.735360
O3 0.279858 1.228126 0.714815
S1 0.501968 1.601557 -0.796106
S2 -1.002966 -0.783683 0.736469
H1 1.339826 0.561157 -1.204766

Forces on the atoms, in the same order (eV/Å):
O -0.001 0.253 0.568
O -0.785 -0.130 1.103
O -0.627 -0.803 0.627
S 0.813 -0.555 -0.394
S 1.040 0.494 -1.921
H -0.439 0.742 0.016



Record 3
ORCA calculation (the ωB97M-V functional and the def2-TZVPD basis) on HgI as an isolated structure.

Summary:
HOMO level   -14.34 eV
Energy relative to the best compared isomer or geometry (same formula, charge and spin)   66.3 kcal per mole
Energy   -12263.995 eV
Charge   +1

CARTESIAN COORDINATES (ANGSTROEM)
Hg1 2.314745 -0.021380 -0.044740
I1 -2.314745 0.021380 0.044740

Forces on the atoms, in the same order (eV/Å):
Hg -0.598 0.006 0.012
I 0.598 -0.006 -0.012



Record 4
ORCA calculation (the ωB97M-V functional and the def2-TZVPD basis) on HgI3 as an isolated structure.

Summary:
Expectation value of S²   0.76
HOMO level (spin up / spin down)   0.81 / -1.16 eV
Spin multiplicity   2
Energy   -28480.602 eV
Charge   -2

CARTESIAN COORDINATES (ANGSTROEM)
Hg1 -0.199870 -0.217623 -0.855377
I1 2.192280 1.501348 -0.363837
I2 0.476750 -2.285382 0.760382
I3 -2.469160 1.001657 0.458832

Forces on the atoms, in the same order (eV/Å):
Hg -0.087 0.623 -0.835
I 0.311 0.307 -0.070
I 0.303 -1.215 0.737
I -0.527 0.285 0.168



Record 5
ORCA calculation (the ωB97M-V functional and the def2-TZVPD basis) on one molecule with the formula I2O2.

Summary:
HOMO level   -9.02 eV
Energy relative to the best compared isomer or geometry (same formula, charge and spin)   31.3 kcal per mole
Energy   -20290.150 eV
Charge   0

CARTESIAN COORDINATES (ANGSTROEM)
O1 -1.061058 -1.174462 -0.073662
O2 -0.713521 1.377336 0.073628
I1 0.697222 -1.546549 0.008596
I2 1.077356 1.343674 -0.008563

Forces on the atoms, in the same order (eV/Å):
O -0.752 0.251 0.002
O -1.135 0.074 0.014
I 0.839 -0.266 0.004
I 1.048 -0.059 -0.019



Record 6
ORCA calculation (the ωB97M-V functional and the def2-TZVPD basis) on I2Y as an isolated structure.

Summary:
Expectation value of S²   0.75
HOMO level (spin up / spin down)   -7.33 / -8.54 eV
Spin multiplicity   2
Energy   -17244.511 eV
Charge   0

CARTESIAN COORDINATES (ANGSTROEM)
Y1 -16.621397 -12.117456 -10.412439
I1 -18.657901 -14.255851 -10.867109
I2 -18.704894 -11.125557 -8.515639

Forces on the atoms, in the same order (eV/Å):
Y -2.327 -0.650 0.812
I 1.160 0.576 -0.217
I 1.167 0.074 -0.595



Record 7
ORCA calculation (the ωB97M-V functional and the def2-TZVPD basis) on IMg as an isolated structure.

Summary:
HOMO level   -13.93 eV
Energy relative to the best compared isomer or geometry (same formula, charge and spin)   14.5 kcal per mole
Energy   -13537.766 eV
Charge   +1

CARTESIAN COORDINATES (ANGSTROEM)
Mg1 -0.424855 -1.269442 -0.527111
I1 0.424855 1.269442 0.527111

Forces on the atoms, in the same order (eV/Å):
Mg 0.670 1.999 0.829
I -0.670 -1.999 -0.829



Record 8
ORCA calculation (the ωB97M-V functional and the def2-TZVPD basis) on one molecule with the formula INO.

Summary:
HOMO level (spin up / spin down)   -10.23 / -10.23 eV
Energy relative to the best compared isomer or geometry (same formula, charge and spin)   36.8 kcal per mole
Structure (SMILES)   O=NI
Energy   -11633.878 eV
Charge   0

CARTESIAN COORDINATES (ANGSTROEM)
O1 0.735714 -0.505581 0.002083
N1 -0.293929 0.462200 -0.002048
I1 -2.227727 -0.113798 -0.000828

Forces on the atoms, in the same order (eV/Å):
O -7.457 5.968 -0.027
N 7.720 -5.335 0.025
I -0.263 -0.633 0.002



Record 9
ORCA calculation (the ωB97M-V functional and the def2-TZVPD basis) on InNO3 as an isolated structure.

Summary:
Expectation value of S²   0.76
HOMO level (spin up / spin down)   -16.71 / -16.43 eV
Spin multiplicity   2
Energy relative to the best compared isomer or geometry (same formula, charge and spin)   2.5 kcal per mole
Energy   -12792.807 eV
Charge   +1

CARTESIAN COORDINATES (ANGSTROEM)
In1 -2.769971 0.985554 -1.259468
N1 0.717499 -0.263541 0.383474
O1 0.447576 -1.434415 0.288401
O2 1.756886 0.295292 0.766163
O3 -0.151991 0.417110 -0.178571

Forces on the atoms, in the same order (eV/Å):
In 0.048 -0.012 0.019
N 3.404 2.395 -0.390
O 0.363 -1.569 0.851
O -2.482 -2.008 -0.227
O -1.333 1.194 -0.253



Record 10
ORCA calculation (the ωB97M-V functional and the def2-TZVPD basis) on one molecule with the formula N2.

Summary:
HOMO level   -12.20 eV
Energy relative to the best compared isomer or geometry (same formula, charge and spin)   198.6 kcal per mole
Structure (SMILES)   N#N
Energy   -2972.466 eV
Charge   0

CARTESIAN COORDINATES (ANGSTROEM)
N1 -0.662249 0.169002 0.475567
N2 0.662249 -0.169002 -0.475567

Forces on the atoms, in the same order (eV/Å):
N 12.764 -3.257 -9.166
N -12.764 3.257 9.166



Record 11
ORCA calculation (the ωB97M-V functional and the def2-TZVPD basis) on one molecule with the formula N2O4.

Summary:
HOMO level   -11.48 eV
Energy relative to the best compared isomer or geometry (same formula, charge and spin)   9.2 kcal per mole
Structure (SMILES)   O=NO[N+](=O)[O-]
Energy   -11162.982 eV
Charge   0

CARTESIAN COORDINATES (ANGSTROEM)
O1 0.006864 -1.182977 2.077524
N1 0.491128 -0.558503 1.217903
O2 -0.455410 -0.373031 0.184503
N2 -0.064015 0.541462 -0.924129
O3 0.618658 0.012964 -1.705711
O4 -0.597224 1.560085 -0.850090

Forces on the atoms, in the same order (eV/Å):
O 0.336 0.485 -0.952
N 0.447 -0.100 0.819
O -1.350 -0.325 0.110
N 0.259 -2.237 1.441
O 1.258 -0.344 -1.384
O -0.951 2.521 -0.034



Record 12
ORCA calculation (the ωB97M-V functional and the def2-TZVPD basis) on a 2-piece molecular cluster, N2O6P overall.

Summary:
HOMO level (spin up / spin down)   -4.18 / -4.18 eV
Energy relative to the best compared isomer or geometry (same formula, charge and spin)   68.8 kcal per mole
Energy   -24549.703 eV
Charge   -1

CARTESIAN COORDINATES (ANGSTROEM)
N1 -0.351890 -0.792598 -1.363296
N2 -1.452812 0.658716 0.496780
O1 -1.259365 -1.536933 -1.344713
O2 2.173943 -0.298497 1.528144
O3 -0.542891 0.525486 -0.501659
O4 -1.994762 -0.347994 0.885523
O5 -1.651485 1.774499 0.873664
O6 2.993780 0.452628 -0.662878
P1 2.085482 -0.435307 0.088435

Forces on the atoms, in the same order (eV/Å):
N -2.715 -2.521 -0.439
N -0.525 -0.977 -0.197
O 2.862 2.117 0.196
O -0.440 -0.275 3.154
O 0.018 1.290 0.174
O 0.028 -0.176 0.216
O 0.205 0.578 -0.015
O 0.486 0.468 -1.439
P 0.081 -0.504 -1.650



Record 13
ORCA calculation (the ωB97M-V functional and the def2-TZVPD basis) on a 2-piece molecular cluster, N2O7S2 overall.

Summary:
HOMO level   -2.23 eV
Energy relative to the best compared isomer or geometry (same formula, charge and spin)   0.0 kcal per mole
Energy   -38978.436 eV
Charge   -2

CARTESIAN COORDINATES (ANGSTROEM)
N1 4.804577 0.878704 1.245401
N2 -4.953608 -1.029828 -1.662808
O1 -4.325572 -1.462068 -2.622099
O2 -6.145333 -1.348329 -1.443860
O3 -4.519642 -0.187070 -0.874734
O4 2.413759 1.222723 -0.031999
O5 2.178824 -1.257440 -0.399197
O6 3.020923 2.288609 2.237094
O7 2.445798 -0.128899 1.795087
S1 1.653003 -0.114943 0.326874
S2 3.427273 1.138538 1.430241

Forces on the atoms, in the same order (eV/Å):
N 1.293 -1.191 -0.899
N -1.988 1.054 1.091
O 0.703 -0.488 -0.622
O -0.806 -1.344 -0.798
O 1.952 0.759 0.289
O 0.163 -0.033 0.288
O -0.116 0.521 -0.019
O -1.542 -0.640 -0.471
O -0.566 0.284 -0.241
S -1.247 -1.610 -0.466
S 2.154 2.688 1.849



Record 14
ORCA calculation (the ωB97M-V functional and the def2-TZVPD basis) on a 2-piece molecular cluster, N3O4 overall.

Summary:
HOMO level   -4.15 eV
Energy relative to the best compared isomer or geometry (same formula, charge and spin)   13.1 kcal per mole
Energy   -12656.026 eV
Charge   -1

CARTESIAN COORDINATES (ANGSTROEM)
N1 -0.572368 -1.164480 0.454608
N2 -1.120834 -0.844330 -0.452179
N3 0.843734 0.632051 0.401395
O1 -1.458704 -0.696100 -1.571517
O2 0.279471 1.136329 1.388015
O3 0.513526 1.024512 -0.732095
O4 1.773254 -0.146076 0.557970

Forces on the atoms, in the same order (eV/Å):
N -1.252 -0.887 1.647
N 1.247 -1.267 -0.999
N 0.913 2.760 0.425
O -1.455 0.634 -0.905
O -0.422 0.010 0.614
O -0.060 -0.147 -0.725
O 1.029 -1.103 -0.057



Record 15
ORCA calculation (the ωB97M-V functional and the def2-TZVPD basis) on N5O15Sr as an isolated structure.

Summary:
HOMO level   1.16 eV
Energy relative to the best compared isomer or geometry (same formula, charge and spin)   62.9 kcal per mole
Energy   -38983.042 eV
Charge   -3

CARTESIAN COORDINATES (ANGSTROEM)
Sr1 1.625710 0.506532 1.588504
N1 -1.295530 0.086461 0.544325
O1 -2.364114 -0.473173 0.267741
O2 -1.015686 0.308612 1.745386
O3 -0.419892 0.166557 -0.332881
N2 1.933173 -2.134744 -0.788447
O4 2.147012 -0.985920 -0.261287
O5 2.934526 -2.873739 -0.945706
O6 0.823485 -2.491050 -1.105042
N3 1.449142 -2.050631 3.545636
O7 0.310283 -1.939985 3.095688
O8 2.217099 -1.098935 3.449786
O9 1.765305 -3.079408 4.178082
N4 -2.648961 0.732444 -3.494718
O10 -3.109565 1.748869 -2.925876
O11 -3.039578 0.482999 -4.693575
O12 -1.687512 0.123073 -3.040984
N5 0.106936 3.249855 -0.224480
O13 0.326014 2.920110 -1.379510
O14 -0.711119 4.148141 0.031808
O15 0.653271 2.653932 0.745552

Forces on the atoms, in the same order (eV/Å):
Sr -2.480 -0.549 -1.709
N -0.340 -3.097 -1.770
O -0.498 0.890 0.403
O 0.796 1.178 1.408
O 0.487 1.052 0.909
N 0.952 -0.450 0.203
O 0.160 0.151 0.365
O -0.016 0.082 -0.115
O -0.272 0.143 0.023
N -2.531 -2.435 1.274
O -0.075 0.141 -0.580
O 2.514 2.089 -0.214
O 0.673 0.319 -0.167
N 1.198 1.517 -1.574
O -0.548 -0.534 0.279
O -0.559 -0.413 0.387
O -0.456 -0.488 0.300
N -1.303 0.343 -0.893
O 0.780 -0.019 0.123
O 0.139 0.385 0.367
O 1.381 -0.307 0.978



Record 16
ORCA calculation (the ωB97M-V functional and the def2-TZVPD basis) on N7O21Pb as an isolated structure.

Summary:
HOMO level   5.66 eV
Energy relative to the best compared isomer or geometry (same formula, charge and spin)   201.2 kcal per mole
Energy   -58631.757 eV
Charge   -5

CARTESIAN COORDINATES (ANGSTROEM)
Pb1 -0.070033 -0.246104 -0.301972
N1 -0.761741 2.876569 1.317814
O1 -0.109808 3.525189 2.029970
O2 -1.625257 3.314497 0.498993
O3 -0.559124 1.718508 1.447495
N2 -1.488286 2.203957 -2.806475
O4 -2.002585 3.056947 -2.311285
O5 -1.012604 2.230236 -3.995231
O6 -1.392434 1.222160 -1.813233
N3 3.597581 -1.184043 -0.688911
O7 3.810408 -2.368139 -1.188829
O8 2.520908 -0.636585 -0.354946
O9 4.459436 -0.503216 -0.379787
N4 2.122798 2.174288 -1.995445
O10 1.260145 1.993845 -1.206622
O11 2.189987 2.983485 -2.752720
O12 3.037762 1.394234 -2.091227
N5 -0.149600 -3.600035 0.221441
O13 -0.853539 -3.663456 -0.802937
O14 0.781429 -2.821244 0.055929
O15 -0.513380 -3.780379 1.322797
N6 -3.680327 -1.244522 0.698246
O16 -4.743700 -0.652640 0.428586
O17 -2.453726 -0.929163 0.581542
O18 -3.683012 -2.374496 0.983571
N7 0.301754 -1.142664 3.275481
O19 0.064166 -0.851649 2.091851
O20 0.053348 -0.564998 4.269211
O21 0.899436 -2.130585 3.466694

Forces on the atoms, in the same order (eV/Å):
Pb 0.189 0.309 0.447
N -3.454 -0.280 -3.542
O 3.327 7.061 4.045
O 0.430 0.528 0.798
O -0.189 -6.652 -1.135
N 4.451 -7.517 0.449
O -5.182 9.625 1.653
O -0.611 -1.214 1.245
O 0.832 -1.073 -4.131
N -4.811 -2.793 -0.041
O -1.097 1.420 0.080
O -2.998 -2.444 -1.102
O 9.444 3.596 1.286
N 2.547 -7.590 3.432
O -4.383 0.103 3.760
O -1.853 12.914 -8.835
O 4.099 -4.860 1.110
N -0.494 5.587 -2.897
O -2.302 -3.198 -1.614
O 4.268 0.658 -0.165
O -1.906 -3.794 4.299
N 3.236 0.661 -1.835
O 0.169 1.820 0.019
O -0.415 4.591 -0.886
O -3.597 -7.289 2.643
N 0.761 -0.894 -3.318
O -1.124 1.673 -0.013
O -3.371 5.988 4.192
O 4.035 -6.935 0.057



Record 17
ORCA calculation (the ωB97M-V functional and the def2-TZVPD basis) on NO4P as an isolated structure.

Summary:
HOMO level   0.88 eV
Energy relative to the best compared isomer or geometry (same formula, charge and spin)   76.0 kcal per mole
Energy   -18964.552 eV
Charge   -2

CARTESIAN COORDINATES (ANGSTROEM)
N1 -1.022956 0.500301 -0.208404
O1 0.160466 -1.500128 -1.234133
O2 -0.766300 -0.473343 1.028973
O3 -0.450446 2.151468 0.145885
O4 1.720177 -0.239953 0.425271
P1 0.359058 -0.438344 -0.157592

Forces on the atoms, in the same order (eV/Å):
N 1.422 4.700 1.006
O 0.737 0.417 0.488
O -0.009 0.219 -0.450
O -1.439 -3.657 -0.604
O 0.035 0.513 -0.588
P -0.746 -2.192 0.147